(1)
The following is a quantum chemistry calculation of the molecule C3H3ClN2S, from OMol25.

Its multiplicity is 1. As for the gap between HOMO and LUMO: 0.3426 hartree. As for the total energy: -29496.829 eV. For the LUMO energy, the calculation gives 0.70 eV. The SMILES is Sc1c[nH]nc1Cl.

Each line ends with the Löwdin charge.
Cartesian coordinates (Å):
S -2.006337 -0.637002 -0.393110  0.78
C -0.446630 -0.411757 0.406295  -0.65
C 0.027561 -0.877689 1.603071  -0.12
N 1.291177 -0.416683 1.720748  -0.04
N 1.684351 0.329552 0.686489  0.03
C 0.634915 0.334523 -0.111199  -0.81
Cl 0.649988 1.175787 -1.608782  0.67
H -2.561327 -1.379032 0.525647  -0.16
H -0.446144 -1.523214 2.392232  0.14
H 1.935291 -0.554657 2.481523  0.15

Atoms 1-6, force components in eV/Å:
S 0.62 0.68 -0.73
C -0.36 -0.02 -0.23
C -0.59 -0.96 1.19
N 0.24 0.00 0.26
N -0.19 0.03 -0.19
C 0.03 0.05 -0.10

***

(2)
The following is a quantum chemistry calculation of a structure of composition AlH8O4, from OMol25.

Its multiplicity is 1. As for the gap between HOMO and LUMO: 0.2588 hartree. As for the total energy: -14877.195 eV. For the LUMO energy, the calculation gives -19.43 eV. Its total charge is +3.

Each line ends with the Löwdin charge.
Cartesian coordinates (Å):
Al 0.823614 -1.053310 -0.380576  1.43
O -1.087276 -0.678290 -1.117276  0.09
H -1.831256 -1.147350 -1.495046  0.17
H -1.475356 -0.106310 -0.455106  0.10
O -0.696636 -0.989810 0.960314  0.08
H -0.259846 -0.841930 1.799114  0.16
H -1.630356 -0.978810 1.170734  0.19
O -0.059886 0.792370 -0.092316  -0.03
H -0.296086 1.589710 -0.566326  0.18
H -0.479776 0.888080 0.762534  0.14
O 2.009374 0.621000 -0.176536  0.16
H 2.300174 1.286730 0.446744  0.18
H 2.683314 0.617920 -0.856256  0.15

Atoms 1-6, force components in eV/Å:
Al -4.45 4.74 0.62
O -0.15 -2.58 -3.71
H -0.41 -1.17 -1.30
H -0.03 0.44 -0.68
O 3.46 -2.33 3.28
H -0.19 -0.29 1.79

***

(3)
The following is a quantum chemistry calculation of a structure of composition C39H35IN4O4PPtS2, from OMol25.

Its multiplicity is 1. As for the gap between HOMO and LUMO: 0.2207 hartree. As for the total energy: -97469.784 eV. For the LUMO energy, the calculation gives 0.65 eV. Its total charge is -1.

Each line ends with the Löwdin charge.
Cartesian coordinates (Å):
Pt 2.760970 0.266791 1.148883  1.32
O 1.612366 -1.190906 0.192889  -0.23
C 2.240119 -2.471586 0.510344  -0.30
C 3.759475 -2.234729 0.196540  -0.60
O 4.476579 -3.206525 0.065288  0.08
O 4.126388 -0.997703 0.160946  -0.16
C 1.996487 -2.725862 1.991508  -0.18
C 3.028176 -2.796344 2.917173  -0.02
C 2.740650 -2.937184 4.269751  -0.07
C 1.425046 -3.001254 4.701748  -0.09
C 0.389781 -2.936853 3.776534  -0.07
C 0.675562 -2.808529 2.428165  -0.02
C 1.696627 -3.587793 -0.356672  -0.14
C 1.963937 -4.902559 0.024177  -0.02
C 1.524784 -5.958840 -0.752197  -0.08
C 0.804038 -5.719637 -1.917163  -0.09
C 0.536300 -4.417427 -2.297774  -0.07
C 0.988754 -3.354341 -1.524491  -0.04
H 0.624026 -1.178979 0.208122  -0.02
H 4.057777 -2.742659 2.585978  0.12
H 3.551259 -2.988523 4.985744  0.10
H 1.203956 -3.099657 5.757164  0.10
H -0.640899 -2.982139 4.104057  0.11
H -0.137054 -2.758628 1.709278  0.13
H 2.529292 -5.090516 0.926774  0.12
H 1.742247 -6.974618 -0.446638  0.10
H 0.449878 -6.548183 -2.517706  0.10
H -0.035867 -4.210956 -3.193408  0.10
H 0.751132 -2.350370 -1.837714  0.03
S -3.967015 -0.411822 0.851311  0.16
P -2.974096 0.044315 -0.790468  0.04
S -1.150100 -0.717868 -1.109686  0.33
C -2.845419 1.872112 -0.964523  -0.38
C -1.838640 2.447777 -1.733146  -0.13
C -1.762872 3.825933 -1.872718  -0.09
C -2.694528 4.642340 -1.246383  -0.10
C -3.701443 4.073298 -0.478491  -0.09
C -3.776778 2.694584 -0.338072  -0.11
C -3.970198 -0.349121 -2.285322  -0.37
C -5.330421 -0.608938 -2.177681  -0.11
C -6.088544 -0.857566 -3.315153  -0.10
C -5.492041 -0.844680 -4.567025  -0.11
C -4.131053 -0.588260 -4.679526  -0.09
C -3.373829 -0.344420 -3.544671  -0.11
H -1.099062 1.803846 -2.195784  0.06
H -0.966870 4.264027 -2.463204  0.09
H -2.630675 5.718950 -1.348488  0.10
H -4.425453 4.705625 0.021071  0.10
H -4.541623 2.240732 0.280110  0.07
H -5.780486 -0.626283 -1.192521  0.06
H -7.147414 -1.065729 -3.220174  0.10
H -6.082870 -1.040773 -5.453698  0.09
H -3.656730 -0.585632 -5.653670  0.10
H -2.307595 -0.170103 -3.625104  0.05
O 5.011591 1.534860 2.410001  0.10
N 3.851765 1.388020 2.183000  -0.27
C 2.790861 2.276192 2.842558  -0.41
C 3.085766 2.524795 4.258668  -0.15
N 3.285793 2.665409 5.379201  0.20
C 2.818248 3.532333 2.086153  -0.17
N 2.898315 4.511145 1.493890  0.21
C -0.760580 0.657992 2.583996  -0.06
C 0.190732 1.840020 2.386083  -0.59
C -0.081353 2.464146 1.018219  -0.05
C -0.081019 2.865563 3.495698  -0.04
C 1.614723 1.290450 2.529806  -0.26
H -1.799173 0.989635 2.549829  0.06
H -0.580284 0.164457 3.543113  0.09
H -0.657595 -0.079846 1.787169  0.04
H -1.124377 2.786063 0.959283  0.08
H 0.078944 1.732434 0.224802  0.05
H 0.543015 3.337400 0.824828  0.07
H -1.125610 3.179911 3.455148  0.09
H 0.530383 3.766040 3.390183  0.08
H 0.104370 2.438270 4.485079  0.09
H 1.611281 0.619219 3.396817  0.10
I 0.835307 -0.493030 -5.109762  0.88
C 1.436990 0.879523 -3.666742  -0.72
C 1.315199 2.241228 -3.878295  -0.15
C 1.696931 3.097796 -2.858625  -0.07
C 2.153251 2.554690 -1.668692  -0.14
N 2.270417 1.244172 -1.467219  0.06
C 1.934711 0.420576 -2.453303  -0.23
H 0.926447 2.623895 -4.812798  0.10
H 1.625265 4.170671 -2.976330  0.11
H 2.426826 3.195997 -0.838249  0.08
H 2.066826 -0.635854 -2.267792  0.08

Atoms 1-6, force components in eV/Å:
Pt 0.08 -0.23 -0.03
O -0.12 0.10 0.02
C 0.00 -0.01 -0.13
C 0.05 0.06 0.28
O -0.04 0.04 -0.08
O -0.01 -0.06 -0.05

***

(4)
The following is a quantum chemistry calculation of a cluster of 2 separate species, C6H9N4 in total, from OMol25.

Its multiplicity is 3. As for the gap between HOMO and LUMO (alpha / beta): 0.2497 / 0.2298 hartree. As for the total energy: -12314.205 eV. Its expectation value of S² is 2.019. For the LUMO energy (alpha / beta), the calculation gives -4.63 / -7.32 eV. Its total charge is +1.

Each line ends with the Löwdin spin population.
Cartesian coordinates (Å):
C 2.302135 -1.197073 -1.457001  0.14
C 2.132996 0.057049 -1.215581  0.72
C 1.415250 -2.300327 -0.968217  0.05
C -0.393650 -1.148397 0.225845  0.11
C 0.017849 0.217478 -0.215239  0.70
C -1.830887 1.381901 0.831985  0.04
N -0.618954 1.789590 -3.966087  0.00
N 0.451250 -2.274266 -0.174459  0.01
N -0.476260 1.727757 -2.879853  0.00
N -0.591079 1.313466 0.035834  0.09
H 3.067566 -1.603928 -2.001809  0.04
H 2.544700 1.036903 -1.213102  0.05
H 1.874704 -3.298379 -1.277896  0.00
H -0.412719 -1.236921 1.357784  0.02
H -1.282511 -1.473541 -0.261358  0.01
H -2.327579 0.502737 0.531932  0.00
H -1.599978 1.310953 1.929933  0.00
H -2.254855 2.442949 0.822021  0.00
H -0.318194 2.255650 -0.149629  0.02

Atoms 1-6, force components in eV/Å:
C -2.40 0.61 1.03
C 1.60 0.13 0.13
C 1.80 -0.97 0.02
C 3.22 -1.68 0.65
C -2.86 1.68 0.31
C 0.73 1.64 2.49

***

(5)
The following is a quantum chemistry calculation of a cluster of 6 separate species, C24H36O18 in total, from OMol25.

Its multiplicity is 1. As for the gap between HOMO and LUMO: 0.3712 hartree. As for the total energy: -62323.499 eV. For the LUMO energy, the calculation gives -0.42 eV. The SMILES is C[C@H]1COC(=O)O1.C[C@H]1COC(=O)O1.C[C@H]1COC(=O)O1.C[C@H]1COC(=O)O1.C[C@H]1COC(=O)O1.C[C@H]1COC(=O)O1.

Each line ends with the Löwdin charge.
Cartesian coordinates (Å):
C 2.247129 7.107653 5.283999  -0.01
C 0.920261 6.418259 5.543492  -0.40
C -0.171569 7.293029 5.217407  -0.17
O -0.917524 6.664751 4.276551  0.11
C -0.418865 5.460742 3.976826  -0.44
O -0.877186 4.640024 3.145837  0.10
O 0.796415 5.424457 4.620303  0.08
H 2.215660 8.052627 5.826334  0.09
H 2.329956 7.417016 4.242113  0.10
H 3.119516 6.524610 5.579154  0.09
H 0.924567 5.936310 6.521145  0.16
H 0.234602 8.224770 4.823707  0.14
H -0.724950 7.572120 6.114061  0.15
C 6.289236 5.746431 0.253086  0.00
C 6.145380 5.286898 -1.217131  -0.31
C 6.622318 6.247963 -2.261533  -0.10
O 7.332725 5.448533 -3.226670  0.10
C 7.612096 4.309000 -2.610827  -0.61
O 8.167755 3.356605 -3.127443  0.14
O 7.157140 4.315819 -1.400706  0.09
H 5.473189 5.249588 0.777784  0.08
H 6.174999 6.829181 0.305070  0.08
H 7.300018 5.529977 0.598870  0.10
H 5.167469 4.950872 -1.561913  0.16
H 7.252659 6.992319 -1.775001  0.13
H 5.798398 6.780381 -2.736718  0.14
C -1.101527 8.634252 -2.672629  -0.03
C -1.178705 7.236849 -3.286706  -0.28
C -1.863021 6.234196 -2.393275  -0.11
O -2.938041 5.792459 -3.124807  0.10
C -3.193804 6.551546 -4.134034  -0.62
O -4.205627 6.533428 -4.839353  0.12
O -2.149345 7.280768 -4.339660  0.10
H -2.076821 8.938879 -2.293024  0.09
H -0.744284 9.424213 -3.333256  0.09
H -0.540725 8.568242 -1.740299  0.09
H -0.218372 7.140584 -3.793300  0.16
H -2.333329 6.638014 -1.496693  0.15
H -1.154140 5.439469 -2.160923  0.14
C -2.164871 -10.873583 -4.419060  -0.01
C -0.797328 -11.474094 -4.036842  -0.31
C -0.021019 -10.723080 -3.012155  -0.14
O 0.801703 -11.712421 -2.475829  0.06
C -0.015211 -12.793441 -2.428597  -0.55
O 0.125619 -13.770997 -1.728813  0.15
O -1.049960 -12.630745 -3.261497  0.09
H -2.827302 -11.039187 -3.569431  0.08
H -2.786029 -11.384667 -5.154621  0.08
H -2.229522 -9.785509 -4.415072  0.09
H -0.100618 -11.646933 -4.857108  0.16
H -0.547644 -10.456877 -2.095692  0.15
H 0.703042 -9.959286 -3.295800  0.15
C -5.175416 -6.073746 5.237949  -0.04
C -4.939116 -6.340483 3.779222  -0.29
C -3.456278 -6.662273 3.519559  -0.13
O -3.249304 -8.035739 3.570593  0.08
C -4.482765 -8.570557 3.464915  -0.56
O -4.716552 -9.730117 3.637908  0.16
O -5.449671 -7.625362 3.423144  0.07
H -6.208715 -6.229902 5.547811  0.09
H -4.943138 -5.020512 5.395534  0.09
H -4.530773 -6.521285 5.994415  0.09
H -5.404527 -5.580315 3.151827  0.16
H -2.750972 -6.255865 4.244454  0.14
H -3.161501 -6.433012 2.495526  0.14
C 0.981166 -0.387151 -0.640438  -0.01
C -0.450475 -0.939434 -0.691324  -0.34
C -0.983800 -0.657627 -2.004613  -0.13
O -1.178508 -1.963423 -2.427317  0.13
C -0.906948 -2.875770 -1.590316  -0.63
O -0.867086 -4.058751 -1.871745  0.14
O -0.282309 -2.339599 -0.568371  0.12
H 1.460245 -0.832707 -1.512252  0.10
H 1.476632 -0.785143 0.245134  0.09
H 1.132352 0.692207 -0.625540  0.09
H -1.219178 -0.523704 -0.039887  0.16
H -0.339730 -0.084455 -2.671509  0.14
H -1.918146 -0.107290 -1.894007  0.14

Atoms 1-6, force components in eV/Å:
C 0.17 0.57 0.53
C 3.27 -0.46 0.96
C -0.69 3.51 1.75
O -2.81 -1.10 -1.60
C 0.14 -1.99 -2.83
O 1.89 3.25 3.68

***

(6)
The following is a quantum chemistry calculation of a structure of composition C39H35BrN4O2P2PtTe, from OMol25.

Its multiplicity is 1. As for the gap between HOMO and LUMO: 0.2276 hartree. As for the total energy: -150221.260 eV. For the LUMO energy, the calculation gives -0.85 eV.

Each line ends with the Löwdin charge.
Cartesian coordinates (Å):
Pt 0.752970 0.079132 -0.345565  1.02
C 5.036973 0.509288 -0.114386  0.01
C 3.590635 0.420961 -0.473824  -0.27
N 2.706604 -0.023080 0.354111  -0.15
O 3.173991 -0.369872 1.603039  -0.03
C 3.110540 0.795728 -1.790067  -0.29
C 4.002808 1.233170 -2.903927  -0.03
N 1.808589 0.670354 -1.967903  -0.29
O 1.261663 0.885735 -3.083742  -0.14
H 5.160848 0.657823 0.954114  0.08
H 5.518076 1.316810 -0.660142  0.08
H 5.537067 -0.423787 -0.384506  0.10
H 2.431443 -0.851884 2.014615  0.05
H 4.625070 0.414678 -3.275805  0.09
H 4.666440 2.041529 -2.593465  0.08
H 3.380879 1.584896 -3.723054  0.07
Te -3.660167 2.028370 0.599980  1.28
C -5.133994 2.167331 -0.918491  -0.52
C -4.939266 2.957591 -2.043172  -0.12
C -5.914192 2.960086 -3.032196  -0.15
N -7.038028 2.250207 -2.964162  0.06
C -7.226171 1.517076 -1.869512  -0.15
C -6.316160 1.445072 -0.823378  -0.13
C -2.664650 0.379509 -0.203338  -0.94
P -3.042890 -1.172281 0.327990  0.99
C -4.816303 -1.422191 0.534061  -0.35
C -5.634264 -1.866390 -0.502309  -0.10
C -6.992987 -2.043047 -0.290731  -0.08
C -7.545857 -1.756748 0.949753  -0.08
C -6.738076 -1.297947 1.981957  -0.08
C -5.374940 -1.140341 1.779437  -0.11
C -2.148629 -2.569341 0.068288  -0.30
C -2.894091 -3.705603 -0.455220  -0.11
C -2.436818 -4.964159 -0.380785  -0.08
C -1.205292 -5.248213 0.328016  -0.08
C -0.429289 -4.256111 0.757679  -0.04
C -0.700501 -2.794401 0.506910  -0.25
P -1.254462 0.468616 -1.295032  0.80
C -1.259585 2.125925 -2.032849  -0.38
C -1.764561 2.370549 -3.303776  -0.08
C -1.724795 3.652956 -3.833775  -0.08
C -1.188275 4.696136 -3.094642  -0.08
C -0.675754 4.455279 -1.826245  -0.07
C -0.704655 3.174241 -1.301618  -0.13
C -1.707914 -0.687100 -2.628259  -0.36
C -0.755375 -1.524396 -3.193738  -0.09
C -1.124242 -2.437302 -4.174125  -0.06
C -2.441258 -2.509821 -4.598611  -0.08
C -3.396682 -1.664637 -4.044857  -0.08
C -3.033272 -0.760486 -3.060588  -0.12
H -4.043137 3.551954 -2.161643  0.08
H -5.781250 3.562884 -3.924580  0.11
H -8.152789 0.953906 -1.822363  0.10
H -6.533478 0.835759 0.043507  0.08
H -5.224661 -2.040670 -1.490504  0.10
H -7.620831 -2.390365 -1.101089  0.11
H -8.608059 -1.887402 1.111630  0.11
H -7.166174 -1.070492 2.949325  0.11
H -4.745550 -0.797477 2.591196  0.10
H -3.816025 -3.527035 -0.985514  0.08
H -2.988823 -5.769870 -0.846556  0.10
H -0.923028 -6.277309 0.510864  0.10
H 0.488285 -4.494860 1.276452  0.10
H -0.008451 -2.486620 -0.301755  0.12
H -2.168021 1.560596 -3.896254  0.10
H -2.108118 3.832376 -4.830299  0.11
H -1.157388 5.695347 -3.510187  0.10
H -0.245998 5.263944 -1.249413  0.11
H -0.286329 2.983330 -0.320005  0.09
H 0.274671 -1.457684 -2.872133  0.08
H -0.377478 -3.092376 -4.603991  0.11
H -2.726587 -3.221556 -5.362882  0.10
H -4.425086 -1.708952 -4.382126  0.11
H -3.782163 -0.110774 -2.617300  0.10
Br 0.427531 0.862224 5.187802  0.69
C 0.338448 -0.247331 3.654826  -0.72
C 1.051045 -1.495385 3.626368  -0.17
C 0.854189 -2.320674 2.574070  -0.07
C -0.338818 -1.950718 1.738814  -0.36
N -0.210030 -0.538444 1.373131  -0.21
C -0.076965 0.260073 2.454027  -0.26
H 1.807866 -1.686914 4.377882  0.11
H 1.484246 -3.182199 2.402688  0.10
H -1.209641 -2.009762 2.416935  0.15
H -0.216300 1.328525 2.309358  0.10

Atoms 1-6, force components in eV/Å:
Pt -0.08 0.05 -0.09
C 0.00 0.00 0.00
C 0.00 0.01 -0.01
N 0.01 -0.01 -0.02
O 0.02 -0.02 0.03
C 0.00 -0.01 0.00